Molecular formula: C58H51N9O21
Method: DFT, ωB97M-V with the def2-TZVPD basis set

```
139
Properties=species:S:1:pos:R:3:forces:R:3
O 19.850109 17.651716 20.028412 0.762 -0.940 -1.540
N 20.182360 17.204324 18.921602 0.708 -0.167 0.165
O 21.156955 16.490995 18.673506 -1.257 0.958 0.767
C 19.360529 17.602664 17.757655 -1.731 0.765 1.753
C 19.621853 17.240316 16.487959 1.301 -1.484 -1.268
C 18.754773 17.662432 15.488078 1.241 -1.072 -2.081
C 17.614468 18.356204 15.722925 0.377 0.407 0.757
C 17.358439 18.748821 17.025214 -1.667 1.202 0.031
C 18.190804 18.336494 18.028289 0.625 0.197 0.189
H 20.423562 16.512862 16.242921 -0.374 0.925 0.286
H 19.021022 17.419016 14.427506 -0.298 0.007 1.073
H 17.011097 18.626975 14.904030 -0.861 0.404 -0.702
H 16.506152 19.466548 17.245328 1.006 -1.238 -0.194
H 17.929928 18.639880 19.010642 0.163 0.043 0.854
O 13.251890 14.074974 12.815532 0.006 -2.074 -0.068
N 13.058302 12.846270 12.814577 2.066 -0.064 -0.063
O 14.001472 11.985872 12.672619 -3.542 2.509 0.398
C 11.620469 12.447870 13.068226 0.700 0.350 -0.120
C 10.854786 13.314566 13.863000 0.484 -0.021 -0.621
C 9.528605 12.929311 14.080706 0.951 -0.492 0.699
C 9.084717 11.687079 13.686977 0.942 -0.639 -2.365
C 9.852954 10.856378 12.788079 -0.042 2.038 1.492
C 11.140581 11.288416 12.459052 -0.406 -0.282 0.532
H 11.296354 14.253911 14.257933 -0.508 -0.998 -0.339
H 8.864932 13.476234 14.716547 -0.053 0.638 0.171
H 8.057658 11.485134 13.875832 -0.568 -0.624 0.271
H 9.440164 9.949296 12.404419 -0.124 -0.357 -0.237
H 11.764674 10.739043 11.762632 0.038 0.055 0.196
O 12.907117 16.710838 21.732819 0.389 -0.871 -0.129
N 13.376909 17.758120 22.103608 -1.313 1.026 0.181
O 12.661807 18.739609 22.302819 1.108 -0.126 0.121
C 14.837395 17.854818 22.305872 -0.060 -1.288 -1.417
C 15.402156 19.109318 22.377135 0.938 0.356 1.157
C 16.806103 19.245489 22.510907 -1.536 0.168 -0.978
C 17.524863 18.092232 22.337491 2.545 -0.494 -0.695
C 16.969038 16.812387 22.201029 -2.588 2.045 -0.282
C 15.581032 16.645968 22.107242 0.559 1.013 1.885
H 14.823154 20.017652 22.430051 -0.487 -0.229 -0.111
H 17.221698 20.270739 22.540079 -0.026 -0.969 0.095
H 18.626904 18.142887 22.127583 -1.060 0.069 0.769
H 17.565547 15.992766 22.056499 1.591 -1.812 -0.226
H 15.161276 15.621563 22.160522 -0.071 1.085 -0.534
O 12.276624 13.452554 10.105912 -0.270 -0.258 0.046
N 12.448789 14.627864 9.900544 1.597 1.098 -0.211
O 13.560589 15.178696 9.997289 -1.777 -0.508 -0.110
C 11.294136 15.442984 9.429157 0.846 -0.434 0.997
C 11.323565 16.798672 9.506354 0.382 1.048 0.183
C 10.286778 17.594089 9.038082 -0.526 -0.034 -0.379
C 9.169408 16.960671 8.522764 -0.222 -2.102 0.595
C 9.143772 15.538009 8.545092 -0.520 0.708 -0.655
C 10.195979 14.772470 9.020421 -1.088 -0.390 -1.156
H 12.146477 17.221572 10.018715 0.882 0.669 0.100
H 10.330172 18.673927 9.046043 0.237 -0.052 0.324
H 8.222799 17.410207 8.230902 0.561 0.481 -0.194
H 8.283965 15.071030 8.068005 0.111 -0.153 0.390
H 10.238822 13.699916 8.981090 -0.348 -0.237 -0.007
O 17.932885 12.410778 18.628659 0.803 0.548 0.254
N 18.000284 13.553126 18.213152 -0.015 1.072 0.510
O 18.653679 14.479531 18.696885 -0.095 -1.170 -0.138
C 17.091284 13.893823 17.116365 0.436 0.966 0.914
C 16.858839 15.225769 16.795251 -0.279 -0.649 -0.581
C 15.817566 15.533972 15.879185 1.253 -1.009 1.966
C 15.032724 14.501265 15.444169 1.041 -1.525 0.605
C 15.347162 13.153191 15.815352 -2.565 0.097 -2.598
C 16.361663 12.841384 16.665843 -1.154 -0.330 -1.494
H 17.484012 15.952819 17.284490 -0.187 0.226 -0.068
H 15.587892 16.553234 15.719581 -0.235 0.796 -0.431
H 14.193914 14.696653 14.834057 -0.706 0.041 -0.630
H 14.697652 12.359594 15.284123 1.222 1.145 1.259
H 16.531069 11.817743 16.881762 0.401 -0.498 0.490
O 14.586192 22.454409 13.831865 1.404 -0.612 -0.594
N 15.513448 21.773652 14.280610 -2.279 0.996 0.605
O 15.446907 21.394615 15.445005 1.393 -0.607 -0.614
C 16.684151 21.485261 13.427926 -0.711 1.389 -1.532
C 16.642728 21.827821 12.056124 -2.359 -0.118 0.461
C 17.682884 21.594613 11.198886 -0.803 0.579 0.771
C 18.825072 21.098548 11.746363 2.187 -0.950 0.137
C 18.968225 20.880493 13.106342 -2.039 -0.141 0.055
C 17.840920 21.049498 13.953525 2.255 -1.270 0.746
H 15.664748 22.108900 11.651234 0.401 0.243 0.265
H 17.599224 21.851291 10.168025 -0.082 -0.103 -0.577
H 19.626922 20.777642 11.080468 0.065 0.352 0.196
H 19.828787 20.417928 13.520044 0.753 -0.141 0.181
H 17.928744 20.655535 14.967945 -0.173 0.722 -0.169
O 12.106399 21.628916 9.494294 0.408 0.376 0.038
N 11.519100 21.344897 10.518252 0.692 0.760 -0.230
O 10.856507 20.352277 10.625514 -0.729 -1.086 0.569
C 11.542391 22.312537 11.653589 -0.434 -0.414 -0.513
C 12.262080 23.484716 11.502345 -1.617 -1.250 -0.833
C 11.955683 24.452271 12.437462 1.782 0.703 -0.006
C 11.157703 24.216093 13.532283 -0.474 -0.824 -0.742
C 10.483488 23.005359 13.650871 0.170 0.006 0.413
C 10.663254 22.045723 12.692247 1.274 0.411 -0.400
H 12.753076 23.520980 10.527883 0.421 0.728 0.639
H 12.504186 25.383566 12.398053 -0.176 0.213 -0.095
H 11.053235 25.004859 14.216907 -0.284 0.731 1.001
H 9.859865 22.716359 14.479561 -0.118 0.453 0.333
H 10.270612 21.075552 12.793295 -0.777 -0.893 -0.073
O 13.908852 18.768786 18.799097 0.104 0.676 -0.163
N 13.878612 17.884405 17.969075 -0.092 0.012 0.806
O 14.226708 16.744159 18.236926 -0.085 0.107 -0.800
C 13.329506 18.208334 16.648506 -1.072 -1.536 -2.184
C 12.844798 17.106265 15.852606 0.485 1.434 0.639
C 12.296759 17.319136 14.582708 0.803 1.172 1.121
C 12.235641 18.637815 14.079325 -0.767 -0.110 0.706
C 12.538359 19.710463 14.929217 1.026 0.123 -0.767
C 13.184302 19.504918 16.164179 -0.138 0.257 0.544
H 12.921141 16.123764 16.282782 -0.118 -0.209 -0.011
H 11.914473 16.472040 14.063211 -0.081 -0.396 -0.614
H 11.864632 18.866416 13.069069 0.128 -0.279 0.550
H 12.424549 20.728225 14.500326 0.253 -0.713 0.613
H 13.583687 20.344674 16.749059 -0.433 -0.382 -0.310
O 10.309745 13.098998 17.789546 -1.664 -0.122 -0.700
N 11.418188 13.471413 17.584231 2.802 0.477 0.379
O 11.848372 14.118826 16.614648 -1.025 -0.834 1.032
C 12.403520 13.130557 18.671254 -0.933 -0.135 -0.576
C 12.092079 12.151562 19.605268 0.272 0.421 -0.658
C 13.024858 11.889697 20.585743 0.236 -1.368 1.042
C 14.188397 12.632459 20.724718 0.015 1.020 -1.639
C 14.471473 13.600358 19.714336 0.396 -1.888 2.110
C 13.595407 13.781028 18.683315 1.932 1.944 -1.422
H 11.210806 11.555213 19.489707 -0.365 -0.085 0.067
H 12.898503 10.968880 21.195723 -0.116 0.982 -0.188
H 14.918499 12.429212 21.493655 -0.048 -0.092 0.076
H 15.456643 14.045133 19.719804 -0.130 0.390 -0.071
H 14.018441 14.455234 17.889235 -1.355 -0.724 0.694
C 16.193519 16.472138 12.744020 -1.112 0.534 0.107
C 16.352540 17.540854 11.702721 1.404 1.395 0.040
C 15.551249 17.457600 10.395245 -0.892 -2.718 1.608
O 14.352730 18.170592 10.749905 0.239 -0.122 -0.451
C 14.672669 19.060164 11.680722 -1.987 2.246 1.095
O 13.924158 19.983311 12.007858 1.853 -1.774 -0.597
O 15.867467 18.803408 12.221913 -0.540 0.330 0.283
H 16.739405 16.759942 13.653998 -0.541 0.147 -0.216
H 16.699215 15.586526 12.422858 -0.129 -0.873 -0.399
H 15.102829 16.338837 12.907332 0.727 -0.439 0.305
H 17.425187 17.722860 11.674403 0.139 -0.013 -1.008
H 15.277798 16.389805 10.301547 0.011 0.675 -0.366
H 15.886947 17.814208 9.456362 0.934 0.650 -0.558
```
Forces are in eV/Å.

Properties
lowest unoccupied orbital energy	-0.7	eV
SMILES string	O=[N+]([O-])c1ccccc1.O=[N+]([O-])c1ccccc1.O=[N+]([O-])c1ccccc1.O=[N+]([O-])c1ccccc1.O=[N+]([O-])c1ccccc1.O=[N+]([O-])c1ccccc1.O=[N+]([O-])c1ccccc1.O=[N+]([O-])c1ccccc1.O=[N+]([O-])c1ccccc1.C[C@H]1COC(=O)O1
Kohn-Sham gap	8.8	eV